Record 1
Entry from the Open Molecules 2025 dataset: a cluster of 11 separate species, C48H58F3N5O28S3 in total in a non-equilibrium geometry (wB97M-V/def2-TZVPD).

```
145
Properties=species:S:1:pos:R:3
O -2.70 -0.37 -2.43
N -2.14 -0.83 -3.42
O -1.31 -1.70 -3.43
C -2.46 -0.22 -4.76
C -1.89 -0.78 -5.94
C -2.19 -0.14 -7.18
C -2.93 1.09 -7.22
C -3.53 1.56 -6.05
C -3.30 0.95 -4.81
H -1.30 -1.68 -5.87
H -1.77 -0.59 -8.07
H -2.99 1.67 -8.12
H -4.06 2.50 -6.04
H -3.62 1.33 -3.86
O 3.82 -3.62 -0.78
N 3.32 -4.61 -0.30
O 3.69 -5.70 -0.53
C 2.34 -4.37 0.75
C 1.55 -5.45 1.26
C 0.52 -5.20 2.22
C 0.21 -3.87 2.54
C 0.96 -2.78 1.95
C 2.04 -3.00 1.13
H 1.82 -6.48 1.05
H -0.10 -6.01 2.57
H -0.58 -3.56 3.21
H 0.73 -1.78 2.30
H 2.60 -2.17 0.71
O 1.45 3.56 2.88
N 0.77 2.72 3.33
O -0.48 2.70 3.11
C 1.34 1.72 4.24
C 2.74 1.67 4.55
C 3.26 0.67 5.29
C 2.47 -0.31 5.89
C 1.07 -0.30 5.59
C 0.57 0.72 4.84
H 3.45 2.38 4.18
H 4.31 0.61 5.51
H 2.93 -1.04 6.53
H 0.45 -1.04 6.08
H -0.49 0.73 4.66
O 3.00 2.13 -2.93
N 3.35 0.99 -2.63
O 2.58 0.12 -2.58
C 4.77 0.69 -2.31
C 5.84 1.61 -2.61
C 7.18 1.30 -2.28
C 7.39 0.08 -1.60
C 6.40 -0.83 -1.34
C 5.09 -0.55 -1.69
H 5.64 2.59 -3.00
H 7.97 2.01 -2.48
H 8.37 -0.01 -1.15
H 6.68 -1.74 -0.82
H 4.37 -1.35 -1.53
O -6.85 -2.38 4.25
N -7.04 -2.90 3.15
O -8.04 -3.56 2.93
C -6.06 -2.72 2.09
C -6.03 -3.62 1.01
C -5.20 -3.33 -0.08
C -4.33 -2.24 -0.14
C -4.49 -1.33 0.89
C -5.32 -1.56 1.96
H -6.56 -4.56 1.04
H -5.21 -4.07 -0.86
H -3.82 -1.96 -1.06
H -3.86 -0.46 0.76
H -5.45 -0.86 2.78
O -5.42 5.47 -3.35
C -4.71 4.89 -2.52
O -4.18 5.46 -1.43
C -3.19 4.71 -0.86
C -3.22 3.43 -1.65
F -3.72 2.42 -0.98
O -4.20 3.69 -2.66
H -2.25 5.27 -0.94
H -3.34 4.50 0.20
H -2.33 3.04 -2.15
O 0.20 3.55 -0.79
C 0.16 2.35 -0.51
O 1.23 1.56 -0.48
C 0.88 0.30 -0.01
C -0.64 0.35 0.32
F -0.77 0.49 1.65
O -0.98 1.62 -0.18
H 1.01 -0.48 -0.76
H 1.48 0.02 0.86
H -1.31 -0.43 -0.03
O -1.24 -4.48 -0.77
C -0.37 -4.13 -1.55
O 0.36 -2.95 -1.49
C 1.15 -2.90 -2.65
C 0.98 -4.17 -3.36
F 2.15 -4.83 -3.41
O 0.01 -4.86 -2.53
H 1.03 -2.05 -3.32
H 2.17 -2.80 -2.28
H 0.64 -3.97 -4.38
C -3.79 1.85 3.00
C -4.39 1.71 4.40
O -4.71 3.01 4.94
S -5.48 3.12 6.45
C -7.09 2.38 6.16
O -4.81 2.31 7.43
O -5.63 4.56 6.73
H -2.98 2.54 3.23
H -4.45 2.26 2.23
H -3.28 0.96 2.66
H -5.22 1.01 4.35
H -3.67 1.35 5.12
H -7.57 2.27 7.13
H -7.02 1.47 5.58
H -7.55 3.20 5.61
C 0.73 6.04 -2.76
C 1.52 4.97 -3.56
O 1.11 4.93 -4.93
S -0.26 3.98 -5.42
C 0.29 2.26 -5.05
O -1.38 4.20 -4.56
O -0.46 4.00 -6.87
H 0.98 5.86 -1.71
H -0.34 5.86 -2.76
H 0.95 7.07 -3.02
H 2.58 5.22 -3.56
H 1.39 3.95 -3.20
H 0.57 2.15 -4.00
H 1.19 2.07 -5.64
H -0.50 1.59 -5.39
C 6.91 -4.06 0.60
C 6.84 -3.09 1.80
O 5.86 -2.16 1.42
S 5.09 -1.38 2.69
C 4.24 -2.82 3.49
O 6.07 -0.85 3.63
O 4.05 -0.48 2.14
H 5.97 -4.39 0.14
H 7.46 -4.92 0.98
H 7.59 -3.80 -0.21
H 6.56 -3.63 2.70
H 7.86 -2.71 1.84
H 3.33 -2.50 3.98
H 4.94 -3.34 4.14
H 4.00 -3.60 2.76
```

Calculated values
E_HOMO ... -10.099 eV
LUMO energy ... -1.24 eV
Energy above the lowest of the compared OMol25 structures with the same formula, charge and spin ... 185.7 kJ/mol
Structure (SMILES) ... O=[N+]([O-])c1ccccc1.O=[N+]([O-])c1ccccc1.O=[N+]([O-])c1ccccc1.O=[N+]([O-])c1ccccc1.O=[N+]([O-])c1ccccc1.O=C1OC[C@@H](F)O1.O=C1OC[C@@H](F)O1.O=C1OC[C@@H](F)O1.CCOS(C)(=O)=O.CCOS(C)(=O)=O.CCOS(C)(=O)=O
HOMO-LUMO gap ... 8.862 eV
Charge ... 0

Löwdin atomic charge list, values in e, 8 entries: O 0.071; N -0.317; O 0.082; C -0.116; C -0.011; C -0.041; C -0.045; C -0.055


Record 2
Entry from the Open Molecules 2025 dataset: a cluster of 2 separate species, C48H58N6O2S in total in a non-equilibrium geometry (wB97M-V/def2-TZVPD).

```
115
Properties=species:S:1:pos:R:3
C -3.06 -2.98 0.33
C -3.43 -2.40 1.69
C -4.20 -3.42 2.52
C -4.19 -1.09 1.55
C -5.57 -1.09 1.35
C -6.25 0.10 1.10
C -5.54 1.30 1.04
C -4.16 1.32 1.24
C -3.40 2.64 1.14
C -3.81 3.56 2.28
C -3.59 3.32 -0.22
C -3.49 0.12 1.55
N -2.04 0.12 1.73
N -1.24 -0.02 0.64
N 0.02 -0.07 1.15
C 1.19 -0.09 0.28
C 1.73 1.12 -0.18
C 1.02 2.43 0.11
C -0.09 2.64 -0.91
C 1.97 3.62 0.16
C 2.88 1.10 -0.98
C 3.48 -0.11 -1.34
C 2.94 -1.31 -0.87
C 1.79 -1.31 -0.07
C 1.16 -2.62 0.35
C 2.20 -3.65 0.78
C 0.28 -3.17 -0.77
C 0.01 0.14 2.51
C 1.19 0.31 3.29
C 1.30 1.42 4.15
C 2.46 1.62 4.91
C 3.48 0.67 4.85
C 3.36 -0.47 4.05
C 2.23 -0.65 3.27
C -1.30 0.24 2.93
C -1.72 0.43 4.24
H -2.51 -2.25 -0.28
H -2.44 -3.87 0.45
H -3.97 -3.27 -0.23
H -2.51 -2.15 2.22
H -4.52 -2.97 3.47
H -5.08 -3.78 1.98
H -3.56 -4.27 2.75
H -6.13 -2.03 1.40
H -7.34 0.10 0.95
H -6.07 2.24 0.84
H -2.35 2.38 1.25
H -3.60 3.09 3.24
H -3.25 4.50 2.22
H -4.88 3.79 2.22
H -3.25 2.66 -1.03
H -4.64 3.57 -0.39
H -3.00 4.24 -0.26
H 0.56 2.32 1.10
H -0.80 1.80 -0.90
H -0.64 3.57 -0.72
H 0.34 2.71 -1.93
H 2.78 3.44 0.88
H 2.40 3.81 -0.83
H 1.43 4.52 0.48
H 3.31 2.03 -1.35
H 4.37 -0.12 -1.97
H 3.41 -2.26 -1.14
H 0.52 -2.39 1.21
H 2.92 -3.22 1.48
H 1.71 -4.50 1.27
H 2.75 -4.03 -0.09
H -0.44 -2.41 -1.11
H 0.90 -3.47 -1.63
H -0.28 -4.05 -0.43
H 0.46 2.11 4.21
H 2.54 2.50 5.55
H 4.38 0.82 5.45
H 4.15 -1.23 4.05
H 2.09 -1.54 2.66
H -0.94 0.58 4.97
H -2.78 0.40 4.48
C 1.85 -5.99 4.57
N 1.74 -5.46 5.92
C 1.61 -6.50 6.93
C 1.37 -4.13 6.17
C 0.05 -3.69 5.95
C -0.33 -2.40 6.29
C 0.59 -1.47 6.79
C 0.16 -0.12 7.14
C -0.77 0.19 8.10
C -0.90 1.59 8.48
O -0.26 2.50 7.95
N -1.73 1.89 9.58
C -1.78 3.32 9.89
C -2.58 1.00 10.23
S -3.74 1.42 11.37
N -2.38 -0.32 9.87
C -3.16 -1.33 10.60
C -1.36 -0.79 9.02
O -0.98 -1.96 9.10
C 1.94 -1.89 6.94
C 2.31 -3.20 6.66
H 1.94 -5.17 3.85
H 2.75 -6.62 4.50
H 0.98 -6.61 4.31
H 1.46 -6.04 7.92
H 0.76 -7.16 6.71
H 2.52 -7.11 6.95
H -0.69 -4.40 5.56
H -1.37 -2.10 6.20
H 0.64 0.73 6.65
H -2.52 3.46 10.68
H -0.80 3.66 10.22
H -2.06 3.87 8.99
H -2.85 -2.31 10.24
H -2.98 -1.24 11.68
H -4.22 -1.15 10.42
H 2.66 -1.18 7.34
H 3.33 -3.54 6.82
```

Calculated values
E_HOMO ... -6.148 eV
LUMO energy ... -0.89 eV
HOMO-LUMO gap ... 5.262 eV
Charge ... 0

Löwdin atomic charge list, values in e, 8 entries: C -0.059; C -0.377; C -0.074; C -0.126; C -0.029; C -0.055; C -0.032; C -0.122


Record 3
Entry from the Open Molecules 2025 dataset: a structure of composition C48H59BeGeINO2P2SSi3 in a non-equilibrium geometry (wB97M-V/def2-TZVPD).

```
119
Properties=species:S:1:pos:R:3
Be -0.21 -0.07 0.13
C 1.22 5.59 4.27
C 0.14 4.50 4.15
C -0.91 4.68 5.26
C -0.53 4.61 2.78
C -1.02 5.82 2.30
C -1.59 5.91 1.03
C -1.65 4.80 0.21
C -1.18 3.57 0.67
P -1.27 2.04 -0.41
C -3.10 2.00 -0.29
C -3.59 1.57 0.94
C -4.96 1.51 1.18
C -5.85 1.90 0.19
C -5.37 2.33 -1.04
C -4.00 2.38 -1.28
C -0.44 2.83 -1.84
C 0.88 3.20 -1.59
C 1.65 3.76 -2.60
C 1.10 3.97 -3.86
C -0.21 3.60 -4.11
C -0.98 3.03 -3.10
C -0.67 3.51 1.95
O -0.30 2.26 2.33
C 0.56 2.11 3.38
C 1.16 0.86 3.43
C 2.04 0.62 4.47
C 2.28 1.60 5.43
C 1.66 2.83 5.34
C 0.80 3.13 4.29
P 0.69 -0.47 2.19
C 2.42 -0.97 1.85
C 3.00 -0.30 0.78
C 4.34 -0.48 0.47
C 5.12 -1.34 1.23
C 4.54 -2.02 2.30
C 3.20 -1.85 2.60
C -0.53 -1.28 3.28
C -1.83 -1.33 2.79
C -2.85 -1.86 3.57
C -2.57 -2.35 4.84
C -1.27 -2.29 5.33
C -0.26 -1.75 4.56
H 0.78 6.58 4.16
H 1.98 5.47 3.50
H 1.70 5.55 5.25
H -1.39 5.66 5.18
H -0.44 4.61 6.24
H -1.68 3.92 5.19
H -0.97 6.70 2.92
H -1.97 6.86 0.68
H -2.06 4.88 -0.79
H -2.89 1.29 1.73
H -5.32 1.16 2.14
H -6.91 1.86 0.37
H -6.06 2.63 -1.82
H -3.64 2.70 -2.25
H 1.31 3.05 -0.61
H 2.68 4.04 -2.40
H 1.70 4.41 -4.65
H -0.64 3.75 -5.09
H -1.99 2.71 -3.32
H 2.57 -0.32 4.53
H 2.96 1.39 6.25
H 1.86 3.58 6.09
H 2.41 0.38 0.17
H 4.77 0.05 -0.38
H 6.16 -1.49 0.99
H 5.14 -2.71 2.89
H 2.75 -2.44 3.39
H -2.05 -1.00 1.78
H -3.86 -1.90 3.18
H -3.36 -2.77 5.44
H -1.05 -2.67 6.32
H 0.75 -1.71 4.96
I 0.53 -3.63 1.36
O -1.90 0.51 -2.14
S -1.77 -0.83 -1.50
N -0.20 -1.08 -1.11
C 2.75 -4.37 -3.66
Si 2.26 -3.95 -1.89
C 2.02 -5.65 -1.17
C 3.63 -2.97 -1.13
Ge 0.30 -2.59 -2.29
Si 0.63 -1.41 -4.37
C 2.32 -0.63 -4.29
C 0.52 -2.60 -5.81
C -0.56 -0.04 -4.79
Si -1.56 -4.15 -2.50
C -0.95 -5.38 -3.76
C -3.11 -3.42 -3.26
C -2.02 -5.00 -0.93
H 3.64 -5.02 -3.65
H 2.99 -3.50 -4.28
H 1.95 -4.93 -4.16
H 2.86 -6.27 -1.49
H 1.10 -6.10 -1.55
H 1.96 -5.65 -0.08
H 4.58 -3.53 -1.21
H 3.43 -2.76 -0.08
H 3.75 -2.02 -1.66
H 3.12 -1.36 -4.15
H 2.37 0.08 -3.45
H 2.52 -0.07 -5.21
H 1.01 -3.56 -5.63
H 0.99 -2.14 -6.68
H -0.53 -2.80 -6.06
H -0.52 0.77 -4.07
H -1.60 -0.40 -4.82
H -0.30 0.35 -5.78
H -0.77 -4.90 -4.73
H -1.71 -6.15 -3.90
H -0.02 -5.88 -3.46
H -2.87 -2.82 -4.14
H -3.66 -2.78 -2.57
H -3.77 -4.23 -3.57
H -1.15 -5.45 -0.45
H -2.75 -5.79 -1.16
H -2.46 -4.31 -0.21
```

Calculated values
E_HOMO (alpha / beta) ... -6.916 / -6.910 eV
LUMO energy (alpha / beta) ... 0.35 / -1.08 eV
Energy above the lowest of the compared OMol25 structures with the same formula, charge and spin ... 0.0 kJ/mol
HOMO-LUMO gap (alpha / beta) ... 7.267 / 5.829 eV
Multiplicity ... 2
Charge ... 0

Löwdin atomic charge list, values in e, 8 entries: Be 0.065; C -0.025; C -0.425; C -0.012; C -0.089; C -0.020; C -0.060; C -0.064


Record 4
Entry from the Open Molecules 2025 dataset: a structure of composition C48H60AsBaN4O2P2Se2 (wB97M-V/def2-TZVPD).

```
120
Properties=species:S:1:pos:R:3
Ba 1.57 -0.13 0.34
C 2.43 -1.41 8.29
C 2.12 -1.06 6.86
C 1.07 -0.25 6.53
C 0.78 0.07 5.18
C -0.28 0.96 4.88
N -0.61 1.28 3.66
C -1.55 2.30 3.23
C -2.07 1.97 1.84
C -3.23 0.96 1.77
N -3.38 0.04 2.90
C -3.52 -1.27 2.80
C -3.01 -2.15 1.86
C -3.69 -3.41 1.72
C -3.29 -4.36 0.85
C -4.05 -5.64 0.63
C -2.07 -4.14 0.14
C -1.34 -3.01 0.29
C 0.01 -2.76 -0.28
N 1.12 -3.22 0.12
C 1.10 -4.28 1.13
C 1.16 -3.76 2.58
C 2.53 -3.88 3.25
N 3.48 -2.88 2.76
C 3.52 -1.76 3.35
C 2.69 -1.29 4.50
C 2.92 -1.57 5.81
C 1.59 -0.46 4.12
O 1.37 -0.22 2.88
C -1.78 -1.91 1.13
O -1.06 -0.89 1.26
H 1.77 -0.89 8.98
H 3.46 -1.14 8.55
H 2.33 -2.48 8.47
H 0.45 0.17 7.31
H -0.83 1.42 5.69
H -0.05 0.78 2.96
H -1.03 3.26 3.19
H -2.34 2.41 3.98
H -1.24 1.60 1.25
H -2.40 2.89 1.36
H -3.13 0.36 0.87
H -4.17 1.51 1.70
H -3.86 0.45 3.69
H -4.15 -1.70 3.58
H -4.59 -3.56 2.31
H -4.87 -5.75 1.34
H -3.41 -6.51 0.72
H -4.49 -5.66 -0.38
H -1.71 -4.92 -0.53
H 0.05 -2.00 -1.08
H 1.97 -4.92 0.94
H 0.21 -4.90 1.02
H 0.46 -4.34 3.18
H 0.81 -2.72 2.62
H 2.95 -4.86 3.02
H 2.41 -3.83 4.34
H 4.21 -1.02 2.93
H 3.77 -2.20 6.07
Se 0.26 2.25 -1.27
P 1.69 1.68 -2.86
Se 2.73 -0.24 -2.59
C 2.95 2.98 -3.01
C 4.12 2.70 -3.71
C 5.08 3.69 -3.88
C 4.88 4.96 -3.35
C 3.71 5.24 -2.65
C 2.74 4.26 -2.49
C 0.80 1.67 -4.44
C 1.15 0.77 -5.44
C 0.50 0.82 -6.67
C -0.48 1.77 -6.90
C -0.82 2.68 -5.91
C -0.19 2.63 -4.68
H 4.29 1.71 -4.11
H 5.99 3.47 -4.42
H 5.63 5.73 -3.48
H 3.54 6.23 -2.24
H 1.83 4.47 -1.94
H 1.91 0.03 -5.25
H 0.77 0.11 -7.44
H -0.98 1.80 -7.86
H -1.58 3.42 -6.10
H -0.46 3.33 -3.90
C -4.07 -1.91 -2.18
As -2.57 -0.65 -2.15
C -2.17 -0.70 -4.06
C -3.60 1.06 -2.08
C -4.54 1.29 -3.21
C -4.11 1.93 -4.37
C -4.97 2.12 -5.44
C -6.28 1.66 -5.37
C -6.73 1.03 -4.22
C -5.86 0.84 -3.15
H -4.83 -1.62 -2.91
H -4.52 -2.00 -1.19
H -3.68 -2.89 -2.46
H -3.07 -0.59 -4.66
H -1.71 -1.67 -4.27
H -1.46 0.08 -4.32
H -2.84 1.84 -2.02
H -4.14 1.05 -1.13
H -3.09 2.28 -4.43
H -4.62 2.62 -6.34
H -6.96 1.81 -6.21
H -7.75 0.68 -4.15
H -6.22 0.36 -2.25
C 5.32 1.78 2.74
P 4.77 1.24 1.07
C 6.08 0.07 0.58
C 5.22 2.70 0.07
H 6.39 1.99 2.76
H 5.09 1.02 3.49
H 4.78 2.69 3.01
H 7.07 0.53 0.64
H 5.90 -0.25 -0.45
H 6.06 -0.82 1.21
H 6.25 3.01 0.26
H 4.55 3.54 0.28
H 5.11 2.45 -0.99
```

Calculated values
E_HOMO ... -9.853 eV
LUMO energy ... -2.99 eV
Energy above the lowest of the compared OMol25 structures with the same formula, charge and spin ... 191.9 kJ/mol
HOMO-LUMO gap ... 6.865 eV
Charge ... +1

Löwdin atomic charge list, values in e, 8 entries: Ba 1.331; C -0.046; C -0.262; C 0.003; C -0.115; C 0.012; N 0.071; C -0.138